No. 1
A structure of composition C35H52BrClN4OPtSi2, computed with wB97M-V/def2-TZVPD.

Each line ends with the Mulliken charge.
Element x y z (Å)
H: 0.1254 -2.4363 -5.9368  0.5845
H: 0.2788 2.8696 -2.3127  0.2033
H: -1.2466 -1.4334 -1.7615  -0.0357
H: 0.6423 -4.4234 -1.1522  0.4734
C: 2.5596 4.7768 -0.6943  -0.8097
H: -1.2462 0.5746 -4.4851  0.6138
H: -4.6216 4.6302 -0.1173  0.3289
C: 1.1894 -3.6957 -1.7298  -0.5704
H: -2.6851 4.0053 -3.0476  0.2616
H: 1.7764 2.4967 1.6809  0.4647
C: 5.0248 -1.0726 0.9754  -1.1858
C: 2.4324 -4.1594 -7.2965  -1.7900
C: 2.0607 -2.2340 -5.6837  2.3526
C: 2.6742 -2.6603 -7.0648  1.4077
C: 2.7810 0.3627 -5.7436  -1.7274
Cl: 6.2354 1.7789 -1.0036  -0.2117
H: 5.2370 -1.0181 -0.0938  0.1752
C: 4.1892 -2.4246 -7.1505  -1.5256
H: 3.4031 0.1691 -6.6155  0.8323
H: -0.9950 2.2212 -3.9041  0.5793
C: 2.0760 -1.9038 -2.3254  -0.2786
C: -3.9714 1.1940 -2.9740  -1.1576
H: 3.1818 5.6496 -0.8443  0.4163
C: -1.9344 1.7391 -0.6556  0.0351
C: -1.0091 1.1717 -3.5994  0.1728
H: 3.4716 2.2499 -1.5421  0.3701
H: 3.2069 4.4514 1.3273  0.4632
H: -1.1840 4.7217 -2.4446  0.2086
H: 3.6256 -3.0742 2.2440  0.3871
C: 3.5489 -1.1910 1.2192  0.7607
N: 2.3012 -2.8366 -3.2619  1.2875
H: 1.1417 -3.2176 2.5075  0.4595
H: -4.7652 0.9266 -2.2715  0.3166
H: 2.0758 1.6384 -3.4660  0.2626
H: 2.4472 -0.8930 -2.3965  0.4616
Si: -2.4227 3.5487 -0.5898  0.5185
N: 1.3683 -2.4088 -1.3353  0.0167
H: 0.9022 -2.0255 -8.1687  0.3445
H: 1.3723 -4.3821 -7.3931  0.3799
H: -4.1264 0.6079 -3.8841  0.3214
C: 1.7313 4.3185 -1.7082  -0.7029
C: 2.6848 -0.1978 0.7784  -0.0638
N: 1.3605 -0.2728 0.9217  -0.3794
H: -4.4592 3.1199 0.7813  0.2956
H: 0.9254 -0.5426 -6.2784  0.8219
C: -2.2389 -1.0602 -2.0269  -0.7301
C: 0.9306 3.1991 -1.5143  -0.0058
H: 3.0524 0.6941 0.2860  0.4107
C: -4.2630 3.5997 -0.1813  -1.2170
C: 1.9874 -1.9039 -8.2062  -1.8847
C: 5.2341 1.3228 -2.3522  0.0268
H: 2.2303 1.2785 -5.9737  0.4326
H: -2.0651 5.4455 0.9614  0.4220
Br: -1.0328 -1.3964 1.4853  -0.1909
H: -0.5109 4.7301 0.5093  0.1933
H: 1.2519 -0.6062 -4.5741  0.1035
C: 3.1194 1.3444 -3.4586  -0.4102
H: 2.2124 -0.8363 -8.1998  0.2678
C: 2.9735 -2.7229 -4.5391  -2.2922
C: 0.9297 2.5093 -0.3019  0.4029
H: -1.5366 3.9243 1.6959  0.2802
N: 1.7387 -4.0017 -2.8826  -1.2218
H: 4.7399 -3.0502 -6.4468  0.2802
C: 1.7222 -0.7366 -5.5536  -1.0007
H: 3.8190 -2.0476 -4.4214  0.5696
H: 3.3530 -3.7175 -4.7563  0.3636
C: -1.5461 4.5025 0.7686  -1.0946
C: 5.0023 0.3173 -4.5087  -0.1873
H: 4.4751 -1.3894 -6.9779  0.1719
H: 4.5319 -2.6923 -8.1518  0.5401
H: -2.6646 1.3168 0.0658  0.4144
C: 2.9877 -2.2828 1.8701  -0.5610
C: 2.5746 4.1023 0.5198  -0.7368
H: -0.0110 0.8908 -3.2524  -0.9564
H: 2.9366 -4.4611 -8.2169  0.4706
H: 5.4522 -0.1990 -5.3484  0.3865
C: 3.6546 0.6609 -4.5479  0.1322
C: 0.8596 -1.3504 1.5028  0.2422
Si: -2.2729 0.8099 -2.2465  -0.2593
C: 1.7694 2.9867 0.7141  -0.6834
H: 2.3225 -2.3059 -9.1639  0.5300
H: -2.5350 -1.5322 -2.9683  0.2899
H: -2.9436 -1.3905 -1.2587  0.3045
Pt: -0.1937 0.9468 0.0833  0.1660
H: -4.0989 2.2473 -3.2296  0.3478
H: -4.8590 3.0849 -0.9368  0.3066
H: 1.7029 4.8361 -2.6603  0.4368
H: 6.8444 0.3725 -3.3942  0.4713
O: 0.8259 -2.9227 -5.4905  -0.7351
C: 5.7957 0.6357 -3.4146  -0.9778
C: 3.8961 1.6835 -2.3615  0.1339
C: 1.6135 -2.3752 2.0242  -0.6649
H: 2.8228 -4.7777 -6.4876  0.3056
C: -2.2256 4.5148 -2.1975  -0.9033
H: -2.7306 5.4785 -2.0841  0.4776
H: 5.4274 -0.1662 1.4276  0.2990
H: 5.5580 -1.9286 1.3860  0.3938

Its total charge is 0. For the LUMO energy, the calculation gives 0.223 eV. The energy above the lowest of the compared OMol25 structures with the same formula, charge and spin comes out at 0.000 eV. As for the orbital gap: 8.20 eV.


No. 2
A structure of composition C35H52F3N5P2STc, computed with wB97M-V/def2-TZVPD.

Each line ends with the Mulliken charge.
Element x y z (Å)
H: -6.3296 -17.7981 -8.9010  0.4600
H: 0.7568 -19.2744 -12.0298  0.0271
C: -4.2784 -17.7915 -9.4861  -0.8555
H: 2.2353 -16.5692 -2.8694  0.4266
C: 0.7608 -14.4958 -3.5098  -1.2953
N: 0.3493 -17.2284 -3.5676  0.0824
N: 0.1884 -17.1980 -5.8923  0.4280
H: 1.2530 -13.6875 -6.0298  0.1708
C: 3.2409 -17.9305 -10.0098  -1.7532
H: -3.7588 -16.5005 -11.8700  0.4812
H: 1.7225 -18.1308 -2.2749  0.4281
N: 0.9535 -15.3014 -4.7115  0.5286
H: -1.2942 -18.4150 -4.0680  0.3694
H: -2.5972 -17.3137 -12.8818  0.3050
F: -1.6367 -11.0637 -9.0281  -0.2925
H: 1.7957 -15.2750 -6.6711  -0.2467
C: 3.9498 -19.9727 -7.0899  -1.3411
H: 2.9419 -16.8933 -9.7310  0.1917
H: 4.7512 -19.8139 -6.3307  0.4903
C: 0.5383 -20.4271 -7.6731  0.4270
H: 0.5379 -23.8330 -7.4281  0.4520
H: -1.8499 -23.3849 -7.0213  0.4919
H: 0.3664 -13.5223 -3.8050  0.3847
H: -2.1520 -20.7083 -9.9379  0.2502
F: -0.7702 -12.4502 -10.4291  -0.2069
H: -5.8362 -18.6981 -6.6181  0.4316
S: 0.5342 -15.0990 -8.8257  -0.5898
C: -0.3983 -18.4942 -3.4916  -1.3224
H: -2.7659 -15.5624 -12.9545  0.4884
H: -3.4504 -16.3326 -6.8547  0.5630
C: -2.9850 -18.0994 -9.1603  0.6729
C: -0.2817 -19.1857 -12.4285  -1.3244
H: -0.6878 -18.7019 -2.4636  0.4227
H: 2.7445 -14.4656 -5.4526  0.4378
H: 3.4624 -17.8966 -11.0796  0.4784
C: 1.0085 -21.7341 -7.6796  -0.4262
H: 3.0304 -20.3132 -11.2188  0.4910
H: 4.1587 -18.1832 -9.5061  0.5651
C: -0.9820 -12.2015 -9.1365  0.5817
C: 2.1421 -18.9770 -9.7524  3.9109
H: -1.1544 -21.3520 -11.2450  0.6176
N: -1.7666 -15.6170 -7.8374  0.8273
H: -4.6680 -14.2012 -7.0073  0.5358
H: 0.1760 -19.3326 -3.8499  0.4365
H: 4.3652 -19.8533 -8.0709  0.2070
C: -1.1981 -22.5656 -7.2452  -1.0334
H: 4.0845 -17.2542 -7.5575  0.3018
H: 3.3626 -20.7659 -9.5713  0.4271
C: -3.0290 -13.2061 -8.0389  -0.5336
C: 2.8737 -18.9019 -6.8392  0.8988
H: 1.2999 -18.6728 -10.3670  -3.0643
C: -1.3630 -19.2012 -11.3408  0.5145
H: 0.0460 -14.9114 -2.8122  0.4024
P: -1.4499 -17.7535 -10.1352  2.0719
C: -2.7573 -16.4288 -12.2726  -1.5864
P: 1.4690 -18.9257 -8.0628  2.2180
C: 0.4906 -16.5822 -4.7418  0.2122
C: -5.2922 -18.0196 -8.5982  -1.0974
C: -1.7043 -21.2804 -7.2513  -0.8414
C: -1.6784 -16.2611 -11.2078  1.3774
C: -1.7335 -13.3496 -8.4892  0.2232
H: -1.9820 -15.4575 -10.5071  -0.0744
C: 1.3844 -17.1345 -2.5073  -1.3022
H: 4.2751 -17.6033 -5.8498  0.5397
H: -0.3801 -20.4989 -9.9438  0.3581
H: -4.4440 -17.4169 -10.4714  0.3731
F: 0.2197 -12.0596 -8.5200  -0.2121
H: 3.5380 -20.9854 -7.0083  0.3059
C: -0.3100 -15.9127 -11.8368  -1.7234
H: 2.8408 -16.7477 -6.4397  0.2266
N: -1.3267 -18.8743 -7.6051  2.0225
H: -0.3341 -18.3522 -13.1203  0.2367
H: -2.3501 -19.1446 -11.8463  1.0951
H: -3.4951 -19.2597 -5.9839  0.3963
C: 3.5447 -17.5446 -6.6577  -1.6724
H: 1.7187 -14.3084 -3.0311  0.4188
C: -3.6718 -14.2674 -7.4011  -1.1961
C: 2.6053 -20.3926 -10.2247  -1.4101
H: 2.0778 -21.9114 -7.8058  0.3199
C: -1.0810 -14.5900 -8.3563  0.6605
H: -3.5066 -12.2253 -8.1642  0.5528
C: -2.9963 -15.4599 -7.3196  -0.7490
C: -3.7182 -18.8620 -6.9839  -0.0125
H: -0.2270 -16.2425 -12.8554  0.5241
C: -0.8381 -20.1968 -7.5000  -0.3610
H: -0.0773 -14.8403 -11.8077  0.2487
H: -0.0536 -18.1618 -5.6840  -0.7312
C: 0.1498 -22.8032 -7.4740  -1.1935
C: -1.2747 -20.4968 -10.5653  -1.9542
Tc: -0.2997 -17.2163 -7.9315  -2.4806
H: 0.5311 -16.3947 -11.3317  0.3107
H: 2.4009 -19.1501 -5.8969  0.2946
C: -5.0206 -18.5342 -7.3429  -1.0789
H: -0.4505 -20.1335 -12.9935  0.5524
H: 1.7753 -21.1009 -10.2258  0.4152
H: 0.9785 -16.6710 -1.6011  0.3338
H: -2.7530 -21.0956 -7.0978  0.5727
C: -2.7049 -18.6809 -7.9096  -0.9804
C: 1.7323 -14.6705 -5.7671  -0.5258

Its total charge is +2. For the LUMO energy (alpha / beta), the calculation gives -5.175 / -7.128 eV. The energy above the lowest of the compared OMol25 structures with the same formula, charge and spin comes out at 0.000 eV. As for the multiplicity: 4. As for the orbital gap (alpha / beta): 7.95 / 5.98 eV.


No. 3
A structure of composition C35H53BCoN8S3Te, computed with wB97M-V/def2-TZVPD.

Each line ends with the Mulliken charge.
Element x y z (Å)
H: 3.3318 7.0001 -2.3117  0.3307
C: -2.6904 -0.7797 3.7512  -1.1061
Co: -0.2477 -0.5522 -0.5165  1.7187
H: -4.0548 0.3027 -3.0758  0.4533
H: -4.3795 -4.5276 2.3849  0.3597
H: 0.5268 -2.6871 4.7552  0.6045
C: 4.5566 -2.7357 0.9526  -1.3407
H: -1.0818 -4.8326 -4.1255  0.3096
C: -3.8054 -1.3176 3.2350  -0.5253
C: -2.4921 -1.8241 -3.9218  -1.1976
N: 0.0994 2.7963 1.6951  0.5476
H: -0.0531 -2.9212 -2.2374  -0.1317
C: 1.0405 2.8017 2.7137  -0.6158
H: 4.9528 1.7394 -0.9808  0.4200
H: 2.4189 -3.1453 -0.7191  0.1350
H: 5.2830 -3.2562 0.3262  0.4682
H: 1.6488 3.6581 2.9287  0.5857
H: -6.0808 -1.2413 1.8418  0.4067
H: 1.4502 5.5567 -3.5827  0.3568
N: 0.8965 -1.6144 2.9366  0.4232
S: -1.7317 0.9926 0.6056  -0.4374
C: 3.3537 -3.6487 1.1794  1.2548
N: 0.0637 0.8303 2.6470  0.5474
C: 1.6876 -1.8263 1.8741  -0.2903
H: -3.2170 -1.7574 -4.7147  0.4877
C: -1.0631 -3.8871 -4.6695  -1.4023
C: 3.9779 1.3998 -1.3334  -1.3474
C: -5.1301 -3.7743 2.1424  -1.6933
H: -0.0533 -3.7335 -5.0527  0.2942
Te: 1.0291 0.4527 -2.5849  -0.0305
C: -0.4948 1.5719 1.6645  -0.2398
C: 1.9280 2.3804 -2.4915  0.0046
H: -0.1918 -0.4121 4.4433  -0.2477
H: 4.1470 6.4653 -3.7751  0.3493
C: -0.8349 5.0428 1.8731  -1.9213
N: -1.6324 -1.1385 2.9468  0.0541
C: -5.5500 -1.5899 0.9561  -1.5091
H: 1.7453 -4.5837 0.0748  0.3181
C: -4.0446 -3.2814 -0.0354  -2.1569
H: -1.9673 3.5535 -0.1227  0.4723
C: 1.2452 4.6108 0.5289  -1.9343
H: -0.4938 3.1954 -1.0237  0.3169
H: -5.0651 -0.7322 0.4876  0.2046
H: -0.0315 3.3115 -4.7620  0.4418
C: 1.9821 -3.4960 3.3190  -0.1796
H: -3.5757 -2.5481 -0.6877  0.3668
H: 1.1170 5.4284 -0.1790  0.5970
B: -0.2242 -0.5771 3.2446  0.2578
C: -2.3753 -0.9806 -2.7994  0.0655
C: -3.1736 0.2247 -2.4405  -0.5932
H: -2.5500 -0.1653 4.6219  0.6236
H: -3.4927 0.1857 -1.3987  -0.2718
H: 4.3498 -4.7393 2.7906  0.4952
H: -1.8138 4.6567 2.1620  0.3563
H: 1.5871 1.1983 4.1122  0.6318
H: -1.0083 4.8780 -0.8069  0.6249
C: 1.2877 3.4866 -3.0732  1.0814
H: -5.5403 -3.3825 3.0736  0.3789
H: 4.8684 3.8730 -1.6768  0.2384
H: -0.9764 5.9964 1.3627  0.4432
C: 3.9424 6.2006 -2.7357  -1.6265
H: 1.8065 4.9975 1.3801  0.4561
C: 1.9578 4.7072 -3.1337  -0.8553
H: -0.2526 5.2243 2.7776  0.3653
S: 1.8454 -0.8335 0.4595  -0.1311
H: 3.0270 -5.6414 2.0136  0.4813
H: -1.7383 -3.9717 -5.5178  0.3648
C: -1.4800 -2.7497 -3.8025  0.6935
H: -3.3394 -4.0938 0.1126  0.4077
C: -0.1278 4.0698 0.9297  1.6627
N: 2.3756 -2.9789 2.0942  0.5613
C: -4.5146 -2.6725 1.2799  1.4601
H: 4.8931 6.1830 -2.2034  0.3691
N: -0.8271 -2.4414 -2.6673  0.4936
C: 1.0706 -2.6488 3.8287  -1.4243
N: -3.4405 -2.0175 2.0933  0.6738
H: 2.3765 -4.4054 3.7254  0.5301
H: -4.9372 -3.6735 -0.5282  0.6028
H: 4.2711 -1.8115 0.4575  0.1645
H: 3.3339 -4.6624 -0.7127  0.5734
H: -4.8206 -1.2660 3.5783  0.5254
H: 4.1212 0.5677 -2.0254  0.3317
C: 3.8633 3.7685 -2.0732  -1.2027
N: -1.3637 -1.3733 -2.0432  0.8357
H: -5.9395 -4.2570 1.5934  0.4391
C: -0.9597 3.8952 -0.3321  -2.0520
H: 4.5576 -5.4038 1.1743  0.4563
H: 5.0334 -2.4949 1.9046  0.3836
C: -0.0922 3.4318 -3.6773  -1.4885
S: -1.0969 -2.5989 0.7270  -0.3236
H: 1.8327 3.8359 0.0383  0.3568
C: 3.2330 2.5301 -1.9870  0.7333
C: 2.6620 -4.0275 -0.1328  -1.4158
H: -0.6286 4.3609 -3.4762  0.3991
C: 1.0137 1.5923 3.2929  -1.2186
C: -2.0926 -1.9028 1.9299  -0.0734
H: 3.4210 0.9993 -0.4864  0.0387
C: 3.8404 -4.9342 1.8459  -2.2755
C: 3.2428 4.8706 -2.6434  0.8098
H: -2.5683 1.1256 -2.5607  -0.2689
H: -6.2884 -1.9947 0.2640  0.4716
H: -0.6700 2.5944 -3.2939  -0.1389

Its total charge is 0. For the LUMO energy (alpha / beta), the calculation gives 0.109 / 0.530 eV. The energy above the lowest of the compared OMol25 structures with the same formula, charge and spin comes out at 0.340 eV. As for the multiplicity: 2. As for the orbital gap (alpha / beta): 6.41 / 6.85 eV.


Question: Which formula does entry 1 have?
Answer: C35H52BrClN4OPtSi2


Question: Which value of total charge does entry 3 give?
Answer: 0


Question: What is the formula in the first record?
Answer: C35H52BrClN4OPtSi2


Question: Among the records above, which one has the highest total charge?
Answer: C35H52F3N5P2STc